(1)
The following is a quantum chemistry calculation of 3 unconnected molecules or ions with the total composition C3H10O3S, from the Open Molecules 2025 dataset.

Results
HOMO-LUMO gap, eV: 9.884
Structure (SMILES): O=CCCS.O.O
LUMO, eV: 0.450
Relative energy (zero: lowest compared OMol25 entry of this formula, charge and spin), kcal/mol: 36.1

Geometry as ORCA input:
```
! RIJCOSX wB97M-V def2-TZVPD def2/J DEFGRID3
* xyz 0 1
O 1.5676 0.1902 -2.0854
C 1.2486 0.2282 -0.8633
C -0.0484 -0.1961 -0.1633
C -1.1385 -1.0732 -0.9338
S -2.5625 -1.7417 0.1455
H 1.9478 0.5827 0.0044
H -0.5266 0.8011 0.1701
H 0.2116 -0.7290 0.8163
H -1.6427 -0.5867 -1.7939
H -0.5508 -1.8915 -1.4416
H -2.2218 -1.2291 1.3354
H 5.1735 -0.6655 -2.9439
H 4.2386 -0.9870 -1.7509
O 4.9748 -0.3850 -2.0087
H -3.9179 2.2943 4.5779
H -3.5338 2.8085 2.9902
O -3.2194 2.5799 3.9452
*
```


(2)
The following is a quantum chemistry calculation of a molecular structure, C3H10O5, from the Open Molecules 2025 dataset.

Results
HOMO-LUMO gap, eV: 10.216
LUMO, eV: -0.610
Relative energy (zero: lowest compared OMol25 entry of this formula, charge and spin), kcal/mol: 93.2

Geometry as ORCA input:
```
! RIJCOSX wB97M-V def2-TZVPD def2/J DEFGRID3
* xyz 0 1
O -0.5915 -0.8342 1.5875
C 0.6535 -0.5495 1.2709
O 1.5935 -0.0966 1.8643
C 0.9657 -0.9508 -0.2214
C 1.3478 0.3819 -0.8703
O 1.1470 0.4604 -2.2762
H -0.3153 0.2601 1.0799
H 1.8248 -1.6251 -0.2255
H 0.1772 -1.4055 -0.8214
H 0.7107 1.1976 -0.4969
H 2.3372 0.7476 -0.5871
H 1.9363 0.2568 -2.7833
H -1.6508 0.3358 1.5654
H -2.5256 0.9104 0.3803
O -2.4589 0.8354 1.3386
H -2.2948 0.0453 -2.5932
H -0.8676 0.1036 -2.1819
O -1.7566 0.2456 -1.8199
*
```


(3)
The following is a quantum chemistry calculation of 2 unconnected molecules or ions with the total composition C3H10OS, from the Open Molecules 2025 dataset.

Results
HOMO-LUMO gap, eV: 9.370
Structure (SMILES): CSC.CO
LUMO, eV: 0.900
Relative energy (zero: lowest compared OMol25 entry of this formula, charge and spin), kcal/mol: 28.4

Geometry as ORCA input:
```
! RIJCOSX wB97M-V def2-TZVPD def2/J DEFGRID3
* xyz 0 1
C -2.4817 0.8171 -0.2341
O -2.7084 -0.2107 0.7520
H -1.8287 1.5953 0.1354
H -2.1354 0.4167 -1.1630
H -3.4745 1.2817 -0.4311
H -3.0652 0.1680 1.5628
C 2.1394 0.0946 1.0897
S 1.3391 0.3493 -0.5143
C 0.6805 -1.3581 -0.7884
H 2.5836 -0.9211 1.2951
H 1.4485 0.4213 1.8880
H 2.9953 0.7665 1.2502
H 0.7960 -1.6925 -1.9349
H 1.3615 -1.9546 -0.1457
H -0.3729 -1.5230 -0.6521
*
```


Q: Which of these has the highest HOMO-LUMO gap?
A: C3H10O5


Q: What is the relative energy (zero: lowest compared OMol25 entry of this formula, charge and spin) in the second record?
A: 93.2 kcal/mol